Formula: C5H13NSi
Source: OMol25
Level of theory: ωB97M-V/def2-TZVPD

Calculated values
- Spin multiplicity: 1
- Energy relative to the best compared isomer or geometry (same formula, charge and spin): 3.7335 eV
- E_tot: -542.43200 Eh
- Frontier orbital gap: 8.418 eV
- Maximum force: 4.51 eV/A

CARTESIAN COORDINATES (ANGSTROEM)
C -1.849 -1.484 0.133
Si -2.711 0.119 -0.093
N -3.555 0.494 -1.508
H -1.058 -1.287 0.810
H -1.336 -1.694 -0.731
H -3.410 1.045 0.851
H -4.391 1.054 -1.243
H -3.170 0.754 -2.348
C 2.345 -1.589 -0.545
C 1.927 -0.121 -0.274
C 1.728 0.323 0.927
C 1.255 1.719 1.215
H 1.629 -2.082 0.099
H 2.097 -1.882 -1.538
H 3.340 -1.878 -0.260
H 2.067 0.690 -1.021
H 1.659 -0.437 1.671
H 0.647 2.047 0.362
H 0.691 1.885 2.140
H 2.094 2.324 1.357